(1)
48
Properties=species:S:1:pos:R:3 method="wB97M-V/def2-TZVPD" homo_ev="-3.4 / -7.2" fmax_ev_per_a=1.91 s_squared=3.752 spin_multiplicity=4 energy_ev=-54311.54843 homo_lumo_gap_ev="3.8 / 7.5" charge=0 relative_energy_kj_mol=0.00
Ti -0.75241 -0.08607 0.71685
C 3.11319 0.68163 0.21249
C 2.58123 0.24783 1.57384
C 2.71160 1.42156 2.56120
O 1.31779 -0.26586 1.54400
H 3.29562 -0.19326 -0.42377
H 4.09160 1.16819 0.29578
H 2.41832 1.32681 -0.33333
H 3.29072 -0.51277 1.97078
H 3.76439 1.68771 2.70235
H 2.25824 1.17923 3.52386
H 2.17609 2.30601 2.19652
C -3.07192 2.56845 -1.59936
O -2.15812 3.58174 -1.16092
C -1.41455 3.26212 -0.11443
O -1.33606 2.15837 0.35867
O -0.74087 4.31854 0.27762
C 0.25209 4.11162 1.27729
H -3.84321 2.39583 -0.85179
H -2.55356 1.61895 -1.74474
H -3.45861 2.92890 -2.54489
H 0.61737 5.08236 1.59658
H 1.07839 3.51939 0.88343
H -0.13643 3.59526 2.15689
C 0.40220 1.54300 -2.92998
O 1.35532 0.48314 -2.78388
C 0.95310 -0.56370 -2.09108
O -0.10917 -0.65418 -1.51514
O 1.89812 -1.46814 -2.09680
C 1.73206 -2.54190 -1.19091
H 0.72699 2.11121 -3.79654
H 0.46923 2.19428 -2.05753
H -0.59954 1.14795 -3.05799
H 2.69322 -3.03845 -1.07849
H 0.98800 -3.25670 -1.54360
H 1.46553 -2.15772 -0.20089
C -4.36462 -2.59876 0.73731
C -3.65707 -1.40277 0.31839
N -3.11563 -0.42858 0.05487
H -5.41929 -2.48779 0.49567
H -4.18794 -2.73286 1.80304
H -3.97800 -3.45365 0.18632
C 0.06995 -5.24744 0.94862
C -0.51962 -3.91578 0.95717
N -0.94101 -2.84749 0.95970
H -0.16569 -5.78936 1.86232
H 1.14551 -5.15686 0.81363
H -0.34253 -5.84001 0.13086

***

(2)
47
Properties=species:S:1:pos:R:3 method="wB97M-V/def2-TZVPD" homo_ev=-7.6 fmax_ev_per_a=0.80 energy_ev=-95648.69106 homo_lumo_gap_ev=7.6 charge=0 relative_energy_kj_mol=0.00
Ti 0.61783 0.53113 -1.03944
C -3.42231 3.68979 -0.71711
C -2.47818 4.50939 -0.28645
S 0.72527 2.72425 -0.09617
C 1.59141 2.45528 1.48356
C 2.86636 1.66121 1.27397
S 2.52574 0.08485 0.43872
C 1.99149 -3.55711 0.17410
C 2.57176 -3.46297 -1.01306
S 0.20087 -1.30552 -2.56377
C -0.55770 -0.54946 -4.03292
C -0.28729 0.93853 -4.08858
S -0.76212 1.75176 -2.52658
H -3.66850 3.61332 -1.76860
H -3.97113 3.04893 -0.03695
H -2.21031 4.56639 0.76094
H -1.91613 5.13632 -0.96663
H 0.94116 1.92186 2.17767
H 1.82276 3.42949 1.91830
H 3.34884 1.38924 2.21465
H 3.58065 2.20424 0.65542
H 1.05408 -4.08730 0.29535
H 2.41813 -3.09874 1.05794
H 2.12710 -3.90283 -1.89584
H 3.50681 -2.93230 -1.14885
H -1.63436 -0.73983 -4.03481
H -0.13655 -1.04431 -4.90993
H -0.85853 1.41474 -4.88892
H 0.77012 1.11760 -4.28508
C 2.72631 0.36899 -1.27406
H 3.15966 -0.47413 -1.79810
H 3.20317 1.31659 -1.50597
C -0.63530 -3.06113 4.04264
C -0.82632 -1.54936 3.91749
C -1.10501 -1.12951 2.51244
N -0.26297 -0.51513 1.77045
N -0.71852 -0.29214 0.49139
C -1.95425 -0.71103 0.30068
N -2.65515 -0.49686 -0.80953
S -2.61262 -1.49052 1.70122
H -0.44178 -3.33678 5.07863
H 0.20695 -3.39272 3.43511
H -1.52270 -3.60303 3.71218
H 0.07685 -1.02083 4.22235
H -1.63734 -1.21519 4.56809
H -2.20684 0.01781 -1.56629
H -3.55138 -0.92294 -0.94965

***

(3)
53
Properties=species:S:1:pos:R:3 method="wB97M-V/def2-TZVPD" homo_ev="-10.5 / -10.5" fmax_ev_per_a=6.71 s_squared=3.758 spin_multiplicity=4 energy_ev=-119831.84036 homo_lumo_gap_ev="7.6 / 5.3" charge=+1 relative_energy_kj_mol=127.21
Pr 8.45468 7.86495 10.25627
C 5.83900 5.98867 7.58181
C 7.01131 5.04044 7.49006
S 8.69639 5.76490 7.84446
C 9.03229 6.55014 6.22215
C 8.45789 7.96489 6.08598
S 9.09608 9.19908 7.27620
C 7.84328 10.51175 7.00591
C 7.34286 11.22433 8.20957
S 6.35832 10.14883 9.32178
C 4.82685 9.53658 8.46179
C 4.42190 8.12018 8.88136
S 5.81954 6.97430 9.12579
H 4.94907 5.36086 7.58622
H 5.72195 6.63594 6.68695
H 7.13470 4.55720 6.47431
H 7.00275 4.27452 8.27379
H 8.74151 5.87013 5.42048
H 10.13793 6.58351 6.14995
H 7.41893 7.84640 6.32222
H 8.52657 8.33256 5.02539
H 7.09738 9.88416 6.56520
H 8.26295 11.19080 6.29907
H 6.65893 11.98379 7.83230
H 8.20779 11.56082 8.82746
H 4.94020 9.52392 7.34522
H 4.06445 10.32914 8.65751
H 3.78904 7.76343 8.08766
H 3.83295 8.07013 9.83472
S 8.73247 4.85984 10.95236
Sb 10.98202 5.74210 11.26944
S 10.88619 7.02455 9.09816
S 10.26394 7.65706 12.52743
O 8.81408 10.30439 10.69688
N 8.49274 10.16929 11.98300
C 8.89031 11.07660 12.86798
C 9.67269 12.17794 12.40679
N 10.46908 12.92299 12.05334
C 8.34381 10.93147 14.22252
N 7.62947 10.31504 14.99703
N 8.38845 7.70811 14.94760
C 7.00644 7.13283 14.86697
C 6.18980 7.64230 13.70304
N 6.75584 7.17997 12.44689
H 8.84630 7.40939 15.81343
H 8.17907 8.70461 14.96233
H 8.87198 7.40266 14.05796
H 6.54783 7.55250 15.81952
H 7.09130 6.07303 14.96669
H 6.12896 8.68486 13.70787
H 5.19801 7.17212 13.78774
H 6.14448 7.32508 11.64512
H 6.93688 6.18829 12.43814

***

(4)
40
Properties=species:S:1:pos:R:3 method="wB97M-V/def2-TZVPD" homo_ev=-14.9 fmax_ev_per_a=6.17 energy_ev=-20607.32255 homo_lumo_gap_ev=5.2 charge=+2 relative_energy_kj_mol=103.01
C 1.43476 2.46013 -0.40962
H 2.34973 3.02253 -0.07572
H 1.57405 1.85920 -1.28408
H 2.04899 1.17767 3.29417
C 0.33935 3.51158 -0.41878
H -0.63747 3.15291 -0.69190
H 0.16904 3.99680 0.55317
C 0.69190 4.72240 -1.36301
H -0.17889 5.42718 -1.52560
H 1.51400 5.31655 -0.95102
H 1.00260 4.33540 -2.34093
C -0.88952 -2.00644 0.77679
C -1.52766 -1.19022 -0.17437
C -0.58076 -0.81924 -1.15511
C 0.66463 -1.41175 -0.80334
C 0.46234 -2.16575 0.39187
C 1.43881 -3.07097 1.03293
C 1.89387 -1.37649 -1.62281
C -0.84218 -0.07615 -2.40749
C -2.98778 -0.89937 -0.21120
C -1.55014 -2.70602 1.90271
Tl 1.80896 1.42149 1.56085
H 2.75763 -1.76913 -1.07345
H 1.77541 -1.99573 -2.52827
H 2.13615 -0.35797 -1.95931
H 2.46713 -2.82879 0.74773
H 1.35919 -3.02076 2.12811
H 1.25665 -4.12000 0.74571
H -2.36003 -2.09529 2.32204
H -1.99648 -3.65692 1.57115
H -0.83881 -2.93706 2.70127
H -3.20115 -0.03382 -0.84170
H -3.55128 -1.75330 -0.61426
H -3.37007 -0.70350 0.79712
H -0.08057 0.68912 -2.59650
H -0.85243 -0.75226 -3.27657
H -1.82128 0.41762 -2.37217
O -0.45385 0.07288 3.03351
H -0.14442 -0.35192 3.85339
H -1.28045 0.51537 3.28472

***

(5)
55
Properties=species:S:1:pos:R:3 method="wB97M-V/def2-TZVPD" homo_ev=-5.9 fmax_ev_per_a=1.83 energy_ev=-74593.97308 homo_lumo_gap_ev=8.5 charge=-1
C 3.60357 0.40637 -0.62037
C 3.76767 0.10547 -2.10223
Cl 5.49595 0.50143 -2.58814
C 2.82924 0.90158 -2.97832
B 1.39272 0.16467 -3.08012
S -0.09131 1.29331 -3.72579
O -1.03758 0.44482 -4.42723
O -0.65979 2.08646 -2.66068
C 0.47610 2.45985 -5.08796
F -0.58716 2.78289 -5.85965
F 1.36335 1.74775 -5.84356
C 1.18421 3.77104 -4.65753
F 1.09268 4.67125 -5.67161
F 2.49917 3.54608 -4.42145
F 0.62843 4.31962 -3.56837
O 1.52905 -1.06545 -3.86897
C 1.12828 -2.14543 -3.12090
C 0.19288 -1.51502 -2.05348
P 0.02991 -2.41575 -0.47500
N -1.41493 -2.46431 0.09419
O 1.00737 -1.67302 0.54769
O 0.66706 -3.88336 -0.68706
O 0.85289 -0.30825 -1.79676
H 3.03264 1.31570 -0.50335
H 4.56211 0.57104 -0.14692
H 3.10582 -0.39551 -0.09774
H 3.66599 -0.94829 -2.30431
H 2.80406 1.91947 -2.59611
H 3.25094 0.94664 -3.97494
H 0.67030 -2.92003 -3.72447
H 1.95863 -2.62373 -2.58035
H -0.78643 -1.41279 -2.51100
H -1.74989 -3.40951 0.20503
H 0.48488 -1.60429 1.35078
H 1.60994 -3.87961 -0.52456
C -3.48157 -0.00108 6.49923
C -3.66223 -0.62818 5.11917
C -2.37652 -1.21737 4.54332
C -1.25301 -0.20598 4.31579
C -1.61571 0.95904 3.39631
C -1.99246 0.51523 1.98529
H -2.78662 0.83914 6.47181
H -4.43237 0.37283 6.88305
H -3.09853 -0.73441 7.21243
H -4.07508 0.11375 4.43148
H -4.40658 -1.42610 5.18843
H -2.60773 -1.71943 3.60060
H -2.01101 -1.99841 5.21914
H -0.39449 -0.73790 3.89166
H -0.91207 0.18920 5.27824
H -0.75682 1.63325 3.34085
H -2.43240 1.54384 3.83117
H -1.18528 -0.04659 1.52231
H -2.19947 1.37693 1.35081
H -2.87875 -0.11883 1.98019

***

(6)
47
Properties=species:S:1:pos:R:3 method="wB97M-V/def2-TZVPD" homo_ev=-7.8 fmax_ev_per_a=3.18 energy_ev=-27240.73559 homo_lumo_gap_ev=8.2 charge=0 relative_energy_kj_mol=137.40 smiles="N[C@H]1CCC[C@H]1N1C[C@H](CCCB(O)O)[C@](N)(C(=O)O)C1"
N 0.44311 1.66990 -0.44779
C 1.32452 1.56283 -1.53539
C 2.74477 1.16831 -1.22778
C 3.28285 0.44062 -2.48305
C 2.09220 0.00591 -3.31447
C 0.79744 0.43155 -2.57886
N 0.01120 -0.71480 -1.99575
C -1.49797 -0.60931 -1.76407
C -1.82023 -0.98000 -0.29310
C -2.13427 0.14647 0.68898
C -2.19528 -0.22916 2.19371
C -2.25947 0.92550 3.22558
B -1.31048 2.18136 3.02485
O -0.05770 1.96001 2.53361
O -1.62421 3.43836 3.55356
C -0.44568 -1.88639 0.04886
N -0.86808 -3.26521 0.01329
C 0.28310 -1.63764 1.41085
O 0.82852 -0.57309 1.59458
O 0.39691 -2.70803 2.27780
C 0.58666 -1.60313 -1.03696
H 0.75576 2.45898 0.04388
H 0.53994 0.84476 0.14772
H 1.49222 2.47809 -2.10201
H 3.35196 2.02278 -0.88660
H 2.76293 0.38803 -0.40754
H 3.87119 -0.41332 -2.09919
H 3.85921 1.10240 -3.07883
H 2.12610 0.53670 -4.28390
H 2.14679 -1.03523 -3.69595
H 0.09069 0.87087 -3.35124
H -1.76233 0.46257 -2.02743
H -2.09587 -1.13925 -2.47244
H -2.66607 -1.69638 -0.20254
H -1.48586 0.92488 0.49119
H -3.15284 0.50549 0.41499
H -2.91057 -1.05385 2.33575
H -1.29745 -0.69334 2.39228
H -2.26823 0.62626 4.30443
H -3.22600 1.51063 3.24796
H 0.42344 1.11878 2.42928
H -0.79597 3.92373 3.27403
H -1.45462 -3.50697 0.73999
H -0.03820 -3.78759 0.12604
H 0.83072 -2.26442 3.05524
H 1.58337 -1.29127 -0.69378
H 0.74174 -2.61742 -1.58975

***

(7)
49
Properties=species:S:1:pos:R:3 method="wB97M-V/def2-TZVPD" homo_ev="-9.9 / -11.6" fmax_ev_per_a=0.30 s_squared=0.755 spin_multiplicity=2 energy_ev=-128641.17348 homo_lumo_gap_ev="6.9 / 7.2" charge=+1 relative_energy_kj_mol=90.70
In 0.51197 -0.33666 -0.58986
C -3.19398 4.38485 -0.72011
C -3.87552 3.04083 -0.70046
O -3.13126 2.11565 -1.55248
P -2.45376 0.83886 -0.94802
S -1.45844 -0.09136 -2.40395
S -1.23173 1.27116 0.59545
O -3.70527 0.01293 -0.43924
C -3.55832 -1.23949 0.26690
C -4.93891 -1.75940 0.58101
H -3.74534 5.08206 -0.08908
H -3.16124 4.78757 -1.73081
H -2.17674 4.30422 -0.33861
H -4.87899 3.07567 -1.12163
H -3.93968 2.63123 0.30924
H -2.97490 -1.05505 1.17253
H -3.00763 -1.93014 -0.37873
H -5.49351 -1.03503 1.17580
H -4.86423 -2.68519 1.15089
H -5.49358 -1.95985 -0.33392
N 1.13797 -1.87304 -2.59513
C 1.94899 -3.10051 -2.70894
C 3.44512 -2.82563 -2.74950
C 4.15747 -2.61538 -1.41330
C 4.09375 -1.23412 -0.77429
N 2.88166 -1.01817 0.03798
H 0.16834 -2.09338 -2.80814
H 1.42193 -1.21610 -3.31950
H 1.66423 -3.64130 -3.61614
H 1.70503 -3.74779 -1.86314
H 3.63706 -1.97505 -3.41293
H 3.91313 -3.67985 -3.24100
H 5.21318 -2.84648 -1.56376
H 3.80493 -3.35766 -0.68820
H 4.13936 -0.45069 -1.53427
H 4.97504 -1.10932 -0.13737
H 2.98146 -0.18384 0.61341
H 2.77339 -1.77835 0.70565
Br 0.59472 -1.39626 2.74190
C 0.98933 0.44993 3.02902
C 0.55184 1.03554 4.20550
C 0.82507 2.38226 4.37124
C 1.50890 3.06387 3.37284
C 1.89953 2.36560 2.24617
N 1.64508 1.06427 2.07088
H 0.02013 0.46155 4.94858
H 0.50448 2.89256 5.26911
H 1.73503 4.11608 3.46488
H 2.43494 2.85837 1.44351

***

(8)
65
Properties=species:S:1:pos:R:3 method="wB97M-V/def2-TZVPD" homo_ev=-10.5 fmax_ev_per_a=1.80 energy_ev=-339486.25812 homo_lumo_gap_ev=10.7 charge=0 relative_energy_kj_mol=0.00
C 7.98028 -15.95443 2.01914
Cl 8.30905 -15.19383 0.41799
Cl 7.15550 -17.51486 1.86018
H 8.96672 -16.17390 2.52145
H 7.29004 -15.32731 2.57429
C 15.32044 -15.09137 2.16833
Cl 16.73661 -15.76608 3.02302
Cl 15.78128 -14.90879 0.49494
H 14.42338 -15.71188 2.26407
H 15.01541 -14.11803 2.51649
C 10.53661 -13.07362 -3.64512
Cl 10.38275 -13.72805 -2.02262
Cl 10.28236 -14.29354 -4.92451
H 9.81749 -12.29403 -3.77923
H 11.56254 -12.72051 -3.70580
C 10.75035 -19.70065 1.70253
Cl 10.62241 -20.92895 0.35743
Cl 10.64537 -18.04197 1.13523
H 10.01872 -19.90931 2.45432
H 11.75953 -19.87388 2.11914
C 7.45688 -15.17873 -3.26014
Cl 6.11335 -16.19850 -2.84388
Cl 6.97490 -13.46347 -3.14841
H 8.25420 -15.39894 -2.53408
H 7.79626 -15.43627 -4.26760
C 11.59694 -13.54043 1.87483
Cl 10.53926 -13.36699 3.26899
Cl 11.90025 -15.24616 1.50286
H 11.11451 -13.18018 0.95076
H 12.55471 -13.07055 1.94832
C 8.28413 -19.19396 -2.06456
Cl 8.83061 -19.94129 -3.58595
Cl 6.81688 -19.93772 -1.42915
H 9.03205 -19.29886 -1.28225
H 8.11315 -18.13853 -2.25453
C 15.25649 -19.65762 -0.06986
Cl 14.78842 -19.28562 -1.74111
Cl 13.99463 -19.10460 1.01708
H 15.36287 -20.73426 -0.08471
H 16.17554 -19.10060 0.06110
C 18.38657 -16.16306 -3.49172
Cl 17.17317 -14.92133 -3.47830
Cl 17.62324 -17.70635 -3.00948
H 18.72540 -16.35941 -4.50075
H 19.21323 -16.03731 -2.78754
C 14.52554 -17.03411 -5.89260
Cl 12.92739 -16.45966 -6.45626
Cl 15.87301 -16.18324 -6.67845
H 14.61788 -16.75647 -4.87278
H 14.63296 -18.13269 -6.08088
C 12.11119 -21.13838 -3.62555
Cl 12.00622 -20.16685 -5.15193
Cl 11.69173 -22.80644 -3.84322
H 13.12800 -21.08781 -3.19391
H 11.34810 -20.74016 -2.98106
C 8.93233 -17.17249 -5.99866
Cl 9.44518 -16.18074 -7.29112
Cl 7.19661 -17.55222 -6.09436
H 9.44883 -18.12059 -6.06653
H 9.14848 -16.73661 -5.02564
C 12.84482 -16.24492 -1.92316
Cl 13.46350 -14.72024 -2.56701
Cl 12.03747 -17.21621 -3.19893
H 13.63012 -16.83124 -1.48490
H 12.10260 -15.99273 -1.19651

***

Repeat the third record exactly.
53
Properties=species:S:1:pos:R:3 method="wB97M-V/def2-TZVPD" homo_ev="-10.5 / -10.5" fmax_ev_per_a=6.71 s_squared=3.758 spin_multiplicity=4 energy_ev=-119831.84036 homo_lumo_gap_ev="7.6 / 5.3" charge=+1 relative_energy_kj_mol=127.21
Pr 8.45468 7.86495 10.25627
C 5.83900 5.98867 7.58181
C 7.01131 5.04044 7.49006
S 8.69639 5.76490 7.84446
C 9.03229 6.55014 6.22215
C 8.45789 7.96489 6.08598
S 9.09608 9.19908 7.27620
C 7.84328 10.51175 7.00591
C 7.34286 11.22433 8.20957
S 6.35832 10.14883 9.32178
C 4.82685 9.53658 8.46179
C 4.42190 8.12018 8.88136
S 5.81954 6.97430 9.12579
H 4.94907 5.36086 7.58622
H 5.72195 6.63594 6.68695
H 7.13470 4.55720 6.47431
H 7.00275 4.27452 8.27379
H 8.74151 5.87013 5.42048
H 10.13793 6.58351 6.14995
H 7.41893 7.84640 6.32222
H 8.52657 8.33256 5.02539
H 7.09738 9.88416 6.56520
H 8.26295 11.19080 6.29907
H 6.65893 11.98379 7.83230
H 8.20779 11.56082 8.82746
H 4.94020 9.52392 7.34522
H 4.06445 10.32914 8.65751
H 3.78904 7.76343 8.08766
H 3.83295 8.07013 9.83472
S 8.73247 4.85984 10.95236
Sb 10.98202 5.74210 11.26944
S 10.88619 7.02455 9.09816
S 10.26394 7.65706 12.52743
O 8.81408 10.30439 10.69688
N 8.49274 10.16929 11.98300
C 8.89031 11.07660 12.86798
C 9.67269 12.17794 12.40679
N 10.46908 12.92299 12.05334
C 8.34381 10.93147 14.22252
N 7.62947 10.31504 14.99703
N 8.38845 7.70811 14.94760
C 7.00644 7.13283 14.86697
C 6.18980 7.64230 13.70304
N 6.75584 7.17997 12.44689
H 8.84630 7.40939 15.81343
H 8.17907 8.70461 14.96233
H 8.87198 7.40266 14.05796
H 6.54783 7.55250 15.81952
H 7.09130 6.07303 14.96669
H 6.12896 8.68486 13.70787
H 5.19801 7.17212 13.78774
H 6.14448 7.32508 11.64512
H 6.93688 6.18829 12.43814